Computed, not measured: a molecular structure, C4H4O2Tl at a distorted geometry, with ωB97M-V with the def2-TZVPD basis set.

strongest force on any atom	0.09385	Eh/bohr
E_LUMO (spin up / spin down)	-11.01 / -12.31	eV
total charge	+2
highest occupied orbital energy (spin up / spin down)	-19.87 / -19.85	eV
2S+1	2

CARTESIAN COORDINATES (ANGSTROEM)
O 3.08 0.38 0.23
C 2.08 0.71 -0.22
C 1.03 0.05 -0.81
C -0.38 0.28 -0.56
C -1.18 -0.82 0.05
H -0.90 1.00 -1.20
H -2.25 -0.83 -0.20
H -0.70 -1.76 0.30
H 1.58 -1.00 -0.99
Tl -1.61 1.70 2.60
O -0.75 0.29 0.80

Computed, not measured: a molecular structure, C5H7N3OS at a distorted geometry, with ωB97M-V with the def2-TZVPD basis set.

strongest force on any atom	0.23252	Eh/bohr
E_LUMO (spin up / spin down)	0.59 / -1.84	eV
highest occupied orbital energy (spin up / spin down)	-6.06 / -9.47	eV
2S+1	3

CARTESIAN COORDINATES (ANGSTROEM)
C -1.25 2.25 -0.46
C -1.33 0.91 -0.22
C 0.11 -0.45 0.03
C -0.31 -1.86 0.01
C 2.42 -0.78 0.40
N -2.47 2.81 -0.49
N -3.43 2.03 -0.29
N 1.26 0.10 0.17
O 1.50 1.33 0.13
S -2.96 0.45 -0.02
H -0.36 2.83 -0.62
H 0.16 -2.40 -0.81
H -0.05 -2.36 0.95
H -1.39 -1.93 -0.12
H 2.81 -1.11 -0.56
H 3.17 -0.17 0.90
H 2.15 -1.64 1.00

Computed, not measured: a molecular structure, C21H19BrMnN5O4, with ωB97M-V with the def2-TZVPD basis set.

strongest force on any atom	0.01711	Eh/bohr
E_LUMO (spin up / spin down)	-2.64 / -2.82	eV
total charge	+1
highest occupied orbital energy (spin up / spin down)	-11.41 / -11.41	eV
2S+1	6

CARTESIAN COORDINATES (ANGSTROEM)
Mn 1.83 -0.45 -0.62
O 6.04 -2.16 3.68
C 4.98 -1.83 2.93
C 3.70 -2.34 3.11
C 2.70 -1.92 2.28
N 2.89 -1.03 1.29
C 4.13 -0.58 1.15
Br 4.30 0.63 -0.30
C 5.22 -0.91 1.90
H 5.79 -2.80 4.36
H 3.49 -3.07 3.89
H 1.69 -2.30 2.39
H 6.20 -0.51 1.73
O 0.00 -0.15 0.63
C -1.11 0.58 0.04
C -0.71 0.82 -1.43
O -1.54 1.15 -2.25
O 0.56 0.68 -1.69
C -2.40 -0.23 0.23
C -2.48 -1.16 1.27
C -3.64 -1.88 1.51
C -4.76 -1.68 0.71
C -4.69 -0.76 -0.32
C -3.53 -0.04 -0.56
C -1.17 1.98 0.70
C -0.05 2.52 1.34
C -0.10 3.78 1.92
C -1.26 4.53 1.85
C -2.37 4.01 1.19
C -2.33 2.75 0.62
H -0.01 0.02 1.58
H -1.62 -1.36 1.91
H -3.67 -2.60 2.32
H -5.67 -2.24 0.90
H -5.56 -0.60 -0.96
H -3.49 0.65 -1.39
H 0.88 1.97 1.37
H 0.78 4.18 2.41
H -1.31 5.52 2.30
H -3.29 4.59 1.12
H -3.20 2.36 0.12
N -0.15 -0.08 -4.13
C 0.45 -1.04 -4.81
N 0.20 -1.18 -6.12
N 1.30 -1.93 -4.28
C 1.61 -1.96 -3.05
N 1.91 -2.00 -1.91
H -0.85 0.50 -4.55
H 0.01 0.05 -3.13
H -0.39 -0.54 -6.62
H 0.68 -1.90 -6.62

Computed, not measured: C18H28N2O3 in the gas phase, with ωB97M-V with the def2-TZVPD basis set.

strongest force on any atom	0.01154	Eh/bohr
E_LUMO	0.45	eV
highest occupied orbital energy	-7.87	eV
structure (SMILES)	COC(=O)c1ccc(CN2CCN(C(C)C)[C@@H](CCO)C2)cc1

CARTESIAN COORDINATES (ANGSTROEM)
C 4.05 -4.39 2.07
O 2.77 -3.78 1.96
C 2.69 -2.52 2.41
O 3.63 -1.92 2.87
C 1.33 -1.95 2.26
C 1.10 -0.66 2.72
C -0.15 -0.09 2.58
C -1.20 -0.79 1.98
C -2.54 -0.13 1.76
N -2.72 0.61 0.52
C -2.77 -0.14 -0.71
C -1.40 -0.38 -1.34
N -0.73 0.89 -1.58
C 0.47 0.75 -2.41
C 0.09 0.37 -3.84
C 1.53 -0.22 -1.86
C -0.55 1.61 -0.32
C 0.09 2.99 -0.50
C -0.61 3.87 -1.55
O -1.74 4.56 -1.06
C -1.94 1.81 0.33
C -0.96 -2.09 1.55
C 0.28 -2.67 1.68
H 4.78 -3.85 1.46
H 3.94 -5.41 1.72
H 4.39 -4.38 3.11
H 1.91 -0.12 3.17
H -0.33 0.92 2.95
H -2.73 0.58 2.57
H -3.32 -0.89 1.79
H -3.27 -1.10 -0.54
H -3.37 0.44 -1.41
H -1.53 -0.89 -2.29
H -0.80 -1.03 -0.67
H 0.92 1.74 -2.46
H 0.92 0.57 -4.51
H -0.16 -0.69 -3.92
H -0.77 0.95 -4.16
H 2.43 -0.15 -2.46
H 1.18 -1.25 -1.89
H 1.78 0.02 -0.83
H 0.09 1.03 0.37
H 1.14 2.88 -0.77
H 0.06 3.50 0.47
H -0.98 3.25 -2.36
H 0.11 4.59 -1.96
H -1.47 5.11 -0.32
H -1.82 2.31 1.29
H -2.52 2.46 -0.33
H -1.77 -2.65 1.11
H 0.46 -3.68 1.34

Computed, not measured: 2 unconnected molecules or ions with the total composition C5H14Si at a distorted geometry, with ωB97M-V with the def2-TZVPD basis set.

strongest force on any atom	0.07129	Eh/bohr
E_LUMO (spin up / spin down)	-0.28 / -0.62	eV
highest occupied orbital energy (spin up / spin down)	-9.72 / -7.08	eV

CARTESIAN COORDINATES (ANGSTROEM)
C 1.74 1.15 -0.35
C 0.64 -0.27 1.41
C 0.80 -1.31 -0.85
C -2.60 -0.30 -0.24
C 0.68 0.05 -0.10
Si -1.06 0.78 -0.59
H 2.15 1.41 0.61
H 2.53 0.83 -1.01
H 1.18 1.96 -0.74
H 1.58 -0.77 1.72
H -0.29 -0.81 1.57
H 0.50 0.73 1.82
H 1.69 -1.92 -0.55
H 0.04 -2.04 -0.82
H 0.89 -1.07 -1.84
H -3.23 -0.10 0.69
H -3.18 -0.15 -1.21
H -2.19 -1.29 0.01
H -0.71 1.87 2.37
H -1.14 1.26 -1.89

Computed, not measured: a molecular structure, C41H39N5O3RuS2Si2, with ωB97M-V with the def2-TZVPD basis set.

strongest force on any atom	0.01305	Eh/bohr
E_LUMO (spin up / spin down)	2.59 / 1.91	eV
total charge	-1
highest occupied orbital energy (spin up / spin down)	-2.90 / -4.96	eV
2S+1	6

CARTESIAN COORDINATES (ANGSTROEM)
Ru 0.11 -0.39 -0.30
N 1.81 -3.90 1.46
C 3.20 -3.67 1.40
C 4.02 -3.99 2.47
C 5.39 -3.79 2.38
C 5.94 -3.24 1.23
C 5.12 -2.88 0.18
C 3.75 -3.12 0.25
S 2.64 -2.75 -1.06
N 1.35 -2.19 -0.11
C 0.94 -2.95 0.91
C -0.33 -2.74 1.47
C -0.91 -3.52 2.51
C -2.15 -3.21 2.98
C -2.86 -2.12 2.44
C -2.25 -1.39 1.45
N -1.04 -1.66 0.96
H 1.52 -4.25 2.36
H 3.59 -4.39 3.38
H 6.02 -4.05 3.22
H 7.01 -3.06 1.17
H 5.53 -2.41 -0.71
H -0.38 -4.37 2.91
H -2.59 -3.81 3.77
H -3.84 -1.84 2.80
H -2.74 -0.53 1.00
C -2.88 2.41 1.22
Si -1.83 2.35 -0.34
C -1.85 3.91 -1.40
C -2.82 1.12 -1.49
C -4.06 1.77 -1.62
C -5.08 1.30 -2.43
C -4.89 0.13 -3.15
C -3.70 -0.54 -3.01
C -2.65 -0.09 -2.19
Si -1.21 -1.34 -2.01
C -0.41 -1.79 -3.67
C -2.06 -2.97 -1.55
H -3.05 3.46 1.51
H -2.33 1.94 2.04
H -3.84 1.92 1.12
H -2.68 3.98 -2.09
H -0.92 3.92 -1.97
H -1.83 4.79 -0.75
H -4.25 2.70 -1.08
H -6.02 1.85 -2.49
H -5.67 -0.25 -3.80
H -3.56 -1.48 -3.55
H -1.17 -1.90 -4.45
H 0.06 -2.77 -3.53
H 0.35 -1.09 -4.02
H -2.57 -3.40 -2.42
H -2.79 -2.87 -0.75
H -1.30 -3.69 -1.23
O -0.30 2.68 0.31
C 0.32 2.11 1.35
N 0.22 0.76 1.52
S 0.81 0.33 2.99
O 1.79 -0.72 2.87
O -0.27 0.07 3.92
C 1.53 1.90 3.30
C 2.35 2.29 4.33
C 2.75 3.62 4.38
C 2.30 4.53 3.41
C 1.47 4.15 2.38
C 1.08 2.80 2.29
H 2.68 1.58 5.07
H 3.41 3.96 5.18
H 2.62 5.57 3.48
H 1.14 4.86 1.63
C 4.50 2.54 0.83
C 4.13 1.23 1.09
C 3.13 0.62 0.34
C 2.47 1.32 -0.66
C 2.85 2.65 -0.92
C 3.86 3.24 -0.18
N 1.37 0.75 -1.36
C 1.36 1.01 -2.74
C 2.51 0.80 -3.51
C 2.50 1.02 -4.88
C 1.34 1.45 -5.51
C 0.20 1.67 -4.76
C 0.21 1.45 -3.39
H 5.27 3.02 1.43
H 4.60 0.67 1.89
H 2.84 -0.40 0.57
H 2.33 3.21 -1.69
H 4.12 4.27 -0.38
H 3.41 0.45 -3.02
H 3.40 0.84 -5.45
H 1.33 1.62 -6.58
H -0.72 2.00 -5.23
H -0.70 1.60 -2.81

Computed, not measured: a molecular structure, C5H8Br2N2O at a distorted geometry, with ωB97M-V with the def2-TZVPD basis set.

strongest force on any atom	0.07884	Eh/bohr
E_LUMO (spin up / spin down)	-1.08 / -1.08	eV
highest occupied orbital energy (spin up / spin down)	-8.66 / -8.66	eV

CARTESIAN COORDINATES (ANGSTROEM)
C 2.66 -1.60 -0.11
C 1.49 0.43 -0.53
C 0.32 -0.51 -0.18
C -0.94 -0.15 -0.96
C 0.06 -0.45 1.33
N 2.69 -0.30 -0.16
N 0.84 -1.78 -0.66
O 3.31 -2.54 0.12
Br 4.32 0.71 0.02
Br 0.14 -3.32 0.02
H 1.51 0.66 -1.60
H 1.45 1.36 0.04
H -1.78 -0.73 -0.59
H -0.80 -0.37 -2.01
H -1.17 0.91 -0.84
H -0.74 -1.13 1.60
H -0.24 0.56 1.62
H 0.95 -0.72 1.89

Computed, not measured: a molecular structure, C32H36BF4N6PSY, with ωB97M-V with the def2-TZVPD basis set.

strongest force on any atom	0.01137	Eh/bohr
E_LUMO	-2.62	eV
total charge	+1
highest occupied orbital energy	-10.31	eV

CARTESIAN COORDINATES (ANGSTROEM)
Y -0.97 -0.03 1.15
C -5.04 -2.34 1.92
C -3.85 -1.44 1.91
N -2.69 -1.79 1.48
N -2.57 -3.09 1.04
C -1.34 -3.45 0.83
N -1.16 -4.73 0.38
S 0.10 -2.49 1.01
C -3.97 -0.06 2.43
C -5.20 0.50 2.72
C -5.24 1.79 3.24
C -4.06 2.48 3.45
C -2.87 1.86 3.10
N -2.82 0.62 2.61
H -4.73 -3.38 1.87
H -5.66 -2.14 1.04
H -5.65 -2.18 2.81
H -1.94 -5.36 0.53
H -0.25 -5.12 0.54
H -6.11 -0.05 2.54
H -6.20 2.25 3.47
H -4.05 3.48 3.86
H -1.93 2.37 3.21
C 5.94 -1.46 0.13
C 4.77 -2.18 0.34
C 3.55 -1.52 0.42
C 3.49 -0.13 0.32
C 4.67 0.58 0.13
C 5.89 -0.08 0.03
P 1.88 0.71 0.51
C 2.08 2.24 -0.45
C 2.49 2.19 -1.78
C 2.51 3.33 -2.57
C 2.10 4.54 -2.03
C 1.69 4.61 -0.71
C 1.68 3.47 0.08
C 1.75 1.19 2.26
C 2.81 1.71 3.00
C 2.62 2.01 4.33
C 1.37 1.78 4.91
C 0.33 1.27 4.15
C 0.47 0.95 2.79
H 6.89 -1.97 0.06
H 4.81 -3.26 0.43
H 2.65 -2.09 0.59
H 4.64 1.66 0.05
H 6.80 0.49 -0.12
H 2.83 1.24 -2.20
H 2.85 3.27 -3.60
H 2.11 5.44 -2.64
H 1.38 5.55 -0.29
H 1.35 3.53 1.11
H 3.78 1.86 2.54
H 3.43 2.41 4.93
H 1.22 2.01 5.96
H -0.62 1.10 4.66
C 1.05 -2.25 -3.63
C 0.89 -1.54 -2.27
N -0.46 -1.00 -2.13
C -1.44 -2.06 -2.30
C -1.38 -2.63 -3.74
N -0.20 -1.98 -4.42
C -0.43 -0.50 -4.55
C -0.68 0.05 -3.13
H 1.15 -3.33 -3.54
H 1.89 -1.86 -4.22
H 1.60 -0.72 -2.17
H 1.07 -2.23 -1.45
H -2.43 -1.66 -2.10
H -1.24 -2.85 -1.58
H -2.26 -2.39 -4.34
H -1.21 -3.71 -3.76
H -0.10 -2.38 -5.35
H -1.28 -0.37 -5.21
H 0.46 -0.09 -5.02
H -1.69 0.42 -3.03
H 0.00 0.88 -2.92
F -2.68 2.16 -1.97
B -2.31 1.67 -0.76
F -2.64 2.44 0.34
F -2.81 0.33 -0.53
F -0.87 1.46 -0.68

Computed, not measured: C2H4N4 in the gas phase, with ωB97M-V with the def2-TZVPD basis set.

strongest force on any atom	0.01018	Eh/bohr
E_LUMO	0.69	eV
highest occupied orbital energy	-9.17	eV
structure (SMILES)	[H]/N=C/N1N=C1N

CARTESIAN COORDINATES (ANGSTROEM)
H 0.96 2.43 -0.99
N 0.28 1.77 -0.61
C 0.40 0.65 -1.18
N -0.42 -0.49 -0.92
N -1.73 -0.08 -0.04
C -0.73 -0.66 0.43
N -0.13 -1.22 1.48
H 1.13 0.40 -1.96
H 0.81 -1.56 1.40
H -0.58 -1.23 2.38

Computed, not measured: C3H6O in the gas phase at a distorted geometry, with ωB97M-V with the def2-TZVPD basis set.

strongest force on any atom	0.05215	Eh/bohr
E_LUMO	0.86	eV
highest occupied orbital energy	-9.59	eV
structure (SMILES)	C=CCO

CARTESIAN COORDINATES (ANGSTROEM)
C 1.58 -0.48 0.06
C 0.75 0.56 -0.06
C -0.77 0.60 0.07
O -1.24 -0.69 -0.11
H 2.66 -0.33 -0.17
H 1.17 -1.49 0.27
H 1.21 1.53 -0.15
H -1.11 1.28 -0.70
H -1.20 1.06 1.01
H -2.19 -0.64 0.19

Computed, not measured: a molecular structure, C5H11NO2 at a distorted geometry, with ωB97M-V with the def2-TZVPD basis set.

strongest force on any atom	0.08174	Eh/bohr
E_LUMO	0.23	eV
highest occupied orbital energy	-8.48	eV

CARTESIAN COORDINATES (ANGSTROEM)
C -0.02 0.00 0.39
C 0.98 -0.97 -0.02
C -1.68 1.21 -1.48
C -0.94 -0.31 1.54
N 1.46 -0.76 -1.29
C 1.94 -0.07 1.23
O -1.02 0.02 -1.22
O 2.08 -0.39 2.36
H 0.20 1.04 0.18
H 0.91 -1.97 0.39
H 2.04 -1.49 -1.67
H 0.65 -0.43 -1.86
H 2.58 0.65 0.68
H -1.05 2.10 -1.26
H -2.60 1.32 -0.87
H -1.96 1.27 -2.54
H -1.31 0.59 2.01
H -1.78 -0.88 1.14
H -0.47 -0.94 2.30

Computed, not measured: a molecular structure, C10H8IrN5O6S at a distorted geometry, with ωB97M-V with the def2-TZVPD basis set.

strongest force on any atom	0.09930	Eh/bohr
E_LUMO (spin up / spin down)	-5.26 / -4.98	eV
total charge	+1
highest occupied orbital energy (spin up / spin down)	-11.50 / -11.45	eV
2S+1	2

CARTESIAN COORDINATES (ANGSTROEM)
Ir -0.34 -1.03 1.10
O -1.79 1.90 4.24
C -1.09 1.19 3.37
O -0.85 0.01 3.47
C -0.57 1.96 2.22
C -0.56 3.34 2.16
C 0.05 3.95 1.07
C 0.60 3.16 0.08
C 0.51 1.78 0.19
N -0.06 1.20 1.24
C 1.01 0.86 -0.89
O 1.58 1.33 -1.86
O 0.78 -0.40 -0.68
H -2.09 1.33 4.97
H -1.01 3.91 2.97
H 0.08 5.03 1.00
H 1.10 3.58 -0.79
S 2.62 -2.40 1.98
C 1.21 -1.87 1.90
O -2.57 -0.70 1.19
O -2.80 -1.59 1.97
N 0.47 -3.45 -4.51
C 0.43 -2.79 -3.35
N 1.17 -1.69 -3.18
N -0.37 -3.27 -2.41
C -0.51 -2.86 -1.22
N -0.76 -2.59 -0.11
H 1.03 -3.15 -5.28
H -0.09 -4.28 -4.60
H 1.72 -1.31 -3.93
H 1.10 -1.16 -2.32

Computed, not measured: CH2IN2PS in the gas phase at a distorted geometry, with ωB97M-V with the def2-TZVPD basis set.

strongest force on any atom	0.09475	Eh/bohr
E_LUMO	-1.86	eV
highest occupied orbital energy	-8.96	eV
structure (SMILES)	P/N=N\C(=S)I

CARTESIAN COORDINATES (ANGSTROEM)
P 1.76 0.36 0.31
N 0.81 -0.03 -1.04
N -0.39 0.09 -1.05
C -1.27 0.42 -0.21
S -1.89 1.71 0.45
I -2.57 -1.53 0.06
H 2.44 -0.79 0.12
H 1.10 -0.23 1.37

Computed, not measured: 17 unconnected molecules or ions with the total composition CH32F3O19S at a distorted geometry, with ωB97M-V with the def2-TZVPD basis set.

strongest force on any atom	0.06533	Eh/bohr
E_LUMO	2.48	eV
total charge	-1
highest occupied orbital energy	-8.25	eV

CARTESIAN COORDINATES (ANGSTROEM)
C 1.12 0.38 0.69
F 2.27 0.89 1.18
F 0.23 0.31 1.64
F 0.73 1.35 -0.17
S 1.42 -1.29 -0.10
O 2.46 -0.93 -1.10
O 1.84 -2.08 1.08
O 0.19 -1.74 -0.72
O -1.93 2.25 2.63
H -1.07 2.53 2.36
H -1.97 1.46 3.20
O -3.77 1.35 0.35
H -3.49 1.61 1.23
H -3.74 0.41 0.20
O 4.03 -3.81 1.67
H 3.31 -3.23 1.43
H 3.60 -4.63 1.87
O 0.05 -3.70 2.13
H -0.01 -4.22 1.35
H 0.40 -2.86 1.79
O 0.29 3.10 -2.86
H 0.89 3.68 -2.28
H -0.10 3.75 -3.46
O -2.95 -0.34 3.72
H -3.87 -0.04 3.67
H -2.87 -1.23 3.44
O -0.86 0.27 -2.32
H -0.42 -0.50 -1.89
H -0.18 0.56 -2.93
O -2.56 -2.65 2.53
H -2.66 -2.25 1.63
H -1.66 -3.05 2.54
O 4.41 -3.29 -1.10
H 4.68 -3.40 -0.21
H 4.17 -2.30 -1.13
O -3.51 -0.78 -2.85
H -3.46 -1.03 -3.78
H -2.70 -0.33 -2.69
O 4.73 1.48 -1.16
H 4.15 0.71 -0.99
H 5.26 1.72 -0.40
O -0.64 4.76 0.89
H -1.15 5.03 1.64
H -1.22 4.53 0.12
O 1.68 4.11 -0.65
H 1.42 4.98 -0.44
H 1.40 3.61 0.15
O -2.99 -1.40 -0.11
H -1.99 -1.34 0.00
H -3.23 -1.44 -1.05
O 2.11 -3.87 -2.68
H 2.89 -3.89 -2.11
H 2.11 -2.89 -2.77
O -2.38 3.59 -1.04
H -1.54 3.24 -1.44
H -2.92 2.84 -0.69

Computed, not measured: C4H6N2S in the gas phase, with ωB97M-V with the def2-TZVPD basis set.

strongest force on any atom	0.01370	Eh/bohr
E_LUMO	0.65	eV
highest occupied orbital energy	-8.38	eV
structure (SMILES)	C=C1CN=CN1S

CARTESIAN COORDINATES (ANGSTROEM)
C -1.37 0.44 -1.58
C -0.76 0.54 -0.40
C -1.03 1.46 0.77
N -0.08 1.09 1.83
C 0.62 0.14 1.36
N 0.33 -0.25 0.05
S 1.12 -1.46 -0.80
H -1.05 -0.28 -2.35
H -2.21 1.09 -1.82
H -2.07 1.36 1.12
H -0.90 2.50 0.50
H 1.44 -0.35 1.89
H 0.29 -2.49 -0.53